No. 1
Density functional theory data (wB97M-V/def2-TZVPD) for the molecule C6H20OSi3.

Geometry (Å):
C 1.797 -2.181 1.368
C 1.839 -1.922 -0.111
Si 1.301 -0.226 -0.643
C 1.524 0.219 -2.466
Si 2.646 1.558 0.892
O -0.345 -0.006 -0.358
Si -1.887 0.354 0.059
C -2.371 1.800 -0.980
C -2.956 -1.162 -0.266
C -1.698 0.875 1.860
H 2.719 -2.631 1.731
H 1.668 -1.161 1.797
H 0.826 -2.729 1.680
H 1.107 -2.597 -0.685
H 2.841 -1.973 -0.589
H 2.567 0.343 -2.726
H 1.197 -0.449 -3.240
H 1.064 1.268 -2.554
H 2.960 2.613 -0.227
H 3.911 1.113 1.330
H 1.734 2.180 1.771
H -1.555 2.498 -1.027
H -2.456 1.522 -2.041
H -3.294 2.294 -0.736
H -4.003 -0.935 0.054
H -3.199 -1.725 -1.273
H -2.657 -1.915 0.432
H -1.780 2.019 1.967
H -2.557 0.515 2.310
H -0.944 0.441 2.671

- E_tot (eV) = -32228.056
- orbital gap (Eh) = 0.33900
- energy relative to the best compared isomer or geometry (same formula, charge and spin) (kcal/mol) = 0.00
- HOMO (Eh) = -0.3105
- largest force on an atom (hartree/bohr) = 0.08960
- structure (SMILES) = CC[Si@](C)([SiH3])O[Si](C)(C)C

=====

No. 2
Density functional theory data (wB97M-V/def2-TZVPD) for a structure of composition C6H20OSi3.

Geometry (Å):
C -0.063 -2.505 -1.241
C 1.396 2.651 1.273
C 2.586 -0.252 1.378
C 2.099 1.138 -1.398
C -2.373 -0.180 1.847
C -1.050 -2.295 -0.099
O -0.020 0.364 0.352
Si -2.813 0.640 -1.929
Si 1.495 0.965 0.398
Si -1.427 -0.446 0.215
H 0.137 -3.564 -1.399
H -0.454 -2.088 -2.166
H 0.878 -2.007 -1.019
H 0.784 3.350 0.710
H 0.955 2.555 2.261
H 2.379 3.096 1.393
H 2.273 -0.313 2.416
H 2.529 -1.254 0.962
H 3.629 0.048 1.368
H 1.401 1.727 -1.986
H 3.068 1.625 -1.448
H 2.193 0.171 -1.881
H -1.726 -0.289 2.714
H -2.794 0.819 1.882
H -3.193 -0.881 1.952
H -0.650 -2.767 0.802
H -1.979 -2.817 -0.333
H -3.979 1.405 -1.475
H -3.301 -0.430 -2.807
H -1.981 1.531 -2.744

- E_tot (eV) = -32225.063
- orbital gap (spin up / spin down) (Eh) = 0.17934 / 0.26730
- ⟨S²⟩ = 2.002
- HOMO (spin up / spin down) (Eh) = -0.1509 / -0.3678
- largest force on an atom (hartree/bohr) = 0.07030
- spin multiplicity = 3